1.
73
Properties=species:S:1:pos:R:3:forces:R:3 method="wB97M-V/def2-TZVPD" e_above_lowest_kcal_mol=2.11 orbital_gap_ev=7.8072 e_homo_ev=-10.210 charge=+1 energy_ev=-116405.1598
I 3.24910 -3.36019 -0.13270 -0.01 0.02 -0.01
I 7.25960 0.66088 -2.11564 0.02 0.01 -0.02
In -0.03583 -0.09407 -0.84409 0.39 0.06 -0.04
Cl -4.88952 3.02916 -3.08024 -0.03 0.07 -0.01
Cl -4.60274 0.92459 -1.10162 -0.01 0.03 0.16
Cl -4.73236 0.25604 -3.91730 -0.03 -0.07 -0.08
S -1.58250 -0.88107 1.55244 0.10 -0.04 -0.08
O -0.89000 -1.83707 0.68394 -0.10 0.09 0.06
O -2.99958 -1.04209 1.74295 -0.03 0.01 -0.05
O 1.65908 -0.64428 0.22328 0.01 -0.22 -0.08
N -1.38117 2.69988 0.19983 -0.03 0.16 -0.10
N -1.76665 -1.24589 -1.95758 0.09 -0.07 0.18
N 1.07822 -0.55609 -2.74250 0.13 -0.08 0.04
N -1.58424 1.61797 -2.80097 0.00 0.01 -0.03
N 1.10028 1.83746 -1.33014 -0.14 -0.07 -0.06
N -1.20349 0.51372 0.81892 -0.39 0.13 -0.16
C 1.28903 -1.82483 -3.11887 -0.05 0.09 0.03
C 1.17700 -1.31681 4.39934 0.02 -0.02 -0.04
C 2.20287 2.02030 -0.34626 0.02 -0.02 0.00
C 0.51626 -0.90228 5.55336 -0.01 0.00 0.06
C 5.05250 -1.09957 -1.03215 -0.05 0.06 0.01
C 0.54211 -1.32512 3.16918 -0.01 0.10 0.06
C -1.92817 3.91745 0.27441 0.06 -0.03 -0.01
C -3.84020 -2.64713 -1.22682 0.12 -0.06 -0.10
C -2.72762 1.55516 -2.81149 -0.16 0.05 0.11
C 2.97860 0.12665 -3.98744 0.02 0.01 -0.06
C -2.67557 -1.87646 -1.65103 -0.24 0.02 0.02
C 4.49443 1.24081 -1.03897 -0.06 -0.03 0.02
C 2.86393 -0.37975 -0.25126 -0.05 0.16 0.00
C 3.19834 -1.18352 -4.37572 0.03 -0.01 -0.02
C 1.56844 1.81657 -2.72047 -0.05 -0.02 0.00
C -2.83652 1.99398 1.95988 -0.01 -0.09 0.00
C 5.39516 0.22003 -1.29690 0.03 -0.04 0.01
C -0.78277 -0.90997 3.10365 -0.06 0.00 0.15
C -2.92516 4.25463 1.16510 -0.02 -0.03 0.04
C -1.83465 1.75043 1.01612 0.19 -0.22 0.01
C 1.20965 -0.93038 6.88706 -0.01 0.01 -0.03
C -4.19459 1.45194 -2.73641 0.23 0.01 -0.04
C 3.23878 0.94818 -0.52629 0.05 0.05 -0.05
C -0.81321 -0.49463 5.45490 0.01 -0.01 0.04
C 1.90582 0.41059 -3.16307 -0.15 -0.03 0.09
C -3.37549 3.26168 2.02760 -0.03 0.05 0.00
C 3.79871 -1.38748 -0.51564 0.04 -0.08 0.01
C -1.47266 -0.50133 4.23933 0.03 -0.06 0.00
C 2.33529 -2.17934 -3.94195 0.01 0.01 -0.01
C -3.77233 -4.10606 -1.69114 0.02 0.04 0.03
H -3.33165 5.25515 1.18741 0.01 0.00 0.00
H 5.75436 -1.89838 -1.22758 0.00 -0.01 -0.01
H 2.28882 -0.83973 6.77374 0.00 0.00 0.00
H -2.51486 -0.21905 4.18217 0.01 -0.02 -0.03
H 2.65318 3.00549 -0.48774 0.00 0.01 0.01
H 0.76087 2.18390 -3.35245 0.02 0.02 -0.01
H 1.06275 -1.63115 2.27277 0.00 -0.02 -0.03
H 0.37332 2.53476 -1.17527 0.01 0.02 0.01
H 2.48270 -3.21457 -4.21255 0.00 0.00 0.00
H -2.91445 -4.61071 -1.25056 0.00 0.00 0.00
H -3.70076 -4.17349 -2.77539 -0.01 0.01 0.00
H -4.67545 -4.62198 -1.37340 0.00 0.00 0.01
H 1.00882 -1.87352 7.39929 0.00 0.00 -0.01
H 3.64421 0.92128 -4.29706 0.00 0.00 0.01
H -1.53525 4.65462 -0.41727 0.00 0.00 -0.01
H 2.20834 -1.64216 4.46303 -0.01 0.00 0.00
H 4.76245 2.26986 -1.24909 0.00 -0.01 0.01
H 4.04537 -1.42766 -5.00317 0.00 0.00 0.00
H 1.75738 1.97717 0.64884 -0.01 0.00 0.01
H -4.72393 -2.13672 -1.61368 0.01 0.00 -0.03
H 0.85999 -0.12520 7.53214 0.00 0.00 -0.01
H -4.15448 3.47504 2.74829 0.00 -0.01 0.00
H -3.86813 -2.56605 -0.13763 0.02 0.02 0.03
H 2.43609 2.46397 -2.85971 0.03 -0.01 0.02
H -3.20278 1.20081 2.59288 0.01 0.03 -0.01
H 0.59962 -2.56367 -2.73068 0.00 0.00 0.01
H -1.34272 -0.18072 6.34603 0.01 0.00 0.00

=====

2.
72
Properties=species:S:1:pos:R:3:forces:R:3 method="wB97M-V/def2-TZVPD" e_above_lowest_kcal_mol=0.00 orbital_gap_ev="4.6443 / 7.8046" e_homo_ev="-2.554 / -5.716" multiplicity=2 charge=-1 energy_ev=-134115.0567
Sb 3.72737 0.17736 -1.54273 0.12 0.07 0.02
Ga 0.33030 -0.16307 0.37944 -0.55 0.46 0.76
Cl -7.53139 -0.11513 1.98726 0.00 0.00 0.00
S -0.70573 -2.53513 0.58814 0.11 0.08 -0.03
O 0.10326 -1.70950 1.59705 0.07 -0.25 -0.13
O -0.86150 -1.41173 -0.48783 0.15 -0.03 -0.01
O -1.44958 2.56270 2.77221 -0.01 0.06 -0.10
O 0.12236 1.12302 -1.17414 0.08 -0.09 -0.22
O -0.96071 0.94553 1.31425 -0.17 -0.12 -0.05
O 0.07974 -3.61811 0.05359 -0.05 -0.09 0.04
O -1.99790 -2.89923 1.11584 -0.04 0.02 -0.06
N 1.36013 -1.31361 -2.66854 0.01 0.03 -0.01
N 3.26508 -2.08327 0.41393 0.06 0.10 0.01
N 1.96659 0.66980 0.99647 -0.02 0.46 -0.28
N -0.85002 2.00237 -1.05082 -0.03 -0.08 0.02
C 1.23257 0.67364 3.36192 0.00 -0.01 0.01
C 4.10767 -2.85584 -1.68112 -0.02 -0.01 0.01
C 3.59859 -4.41274 0.05105 0.02 0.00 -0.02
C -2.88510 3.78056 -0.67297 -0.01 -0.05 0.00
C 3.68733 -1.84510 -0.82230 0.05 -0.04 -0.05
C 0.31175 -1.57819 -3.45547 -0.01 -0.02 0.02
C 2.80772 1.26050 0.04285 0.20 -0.30 -0.06
C 3.23297 2.56281 0.14599 -0.05 -0.01 0.14
C 1.69798 0.75439 -3.81419 -0.04 0.01 -0.01
C 2.12332 2.72493 2.26225 -0.02 -0.09 0.00
C -3.19744 1.12932 2.07556 0.00 0.06 -0.05
C 2.81358 3.37113 1.21245 -0.01 0.16 -0.15
C -0.09847 -0.68477 -4.44021 -0.01 0.01 0.00
C 2.70601 -3.54476 2.24809 -0.12 -0.04 -0.03
C -4.18142 1.97560 2.57494 -0.01 0.01 0.00
C 4.05146 -4.16456 -1.23337 -0.02 0.01 0.04
C 1.77310 1.41203 2.17661 0.06 -0.10 0.04
C -3.55429 -0.11089 1.56389 -0.02 0.02 -0.04
C -0.39914 -2.87483 -3.21585 -0.02 -0.02 -0.02
C -1.75771 1.60112 2.08145 0.11 -0.09 0.15
C -3.14657 2.50422 -1.15176 -0.02 0.04 0.01
C 2.02763 -0.17525 -2.83164 0.03 -0.04 -0.06
C -5.51608 1.60408 2.54425 0.00 0.00 0.00
C -4.88558 -0.50554 1.54443 0.00 0.00 0.00
C 3.21664 -3.34196 0.85301 -0.06 -0.08 0.08
C -0.56220 3.22406 -0.58096 -0.03 0.00 0.02
C -5.84961 0.36232 2.02531 0.00 0.00 0.00
C -1.57773 4.13629 -0.38875 0.04 0.03 0.00
C -2.10673 1.62234 -1.33196 0.00 -0.03 -0.04
C 0.60716 0.49501 -4.62318 -0.02 0.01 0.00
H 4.35286 -4.98207 -1.87783 0.01 0.00 0.00
H -4.15394 2.16825 -1.35141 0.00 0.01 0.00
H -2.80083 -0.78883 1.18995 0.01 -0.01 0.01
H 3.91949 2.95230 -0.59852 -0.02 -0.02 -0.02
H -3.87801 2.93027 2.98499 0.00 0.00 0.00
H 3.10356 4.41131 1.27942 0.00 -0.02 0.01
H 3.08954 -4.46868 2.68189 0.01 -0.02 0.01
H -1.08720 -2.76091 -2.37732 0.03 -0.01 -0.05
H -6.29102 2.25830 2.92054 0.00 0.00 0.00
H 2.05581 0.18114 3.88963 0.00 -0.01 -0.02
H -0.95373 -0.92447 -5.06007 0.00 0.00 -0.01
H 0.74132 1.36849 4.04190 0.00 -0.01 0.00
H 0.52822 -0.10604 3.08315 -0.02 0.02 0.05
H -1.32966 5.10491 0.01953 -0.01 0.00 0.00
H 0.31662 -3.64259 -2.92678 0.00 0.01 0.02
H -5.16121 -1.47934 1.16339 0.00 0.00 0.00
H -2.20150 0.59209 -1.64527 0.01 0.00 0.02
H 4.45140 -2.62184 -2.68182 -0.01 0.00 0.00
H 0.31031 1.19813 -5.39333 0.00 0.00 -0.01
H 1.61288 -3.58858 2.22855 0.15 0.01 -0.01
H 1.87292 3.25778 3.17056 0.06 -0.02 0.05
H 3.53142 -5.42314 0.43416 0.00 0.01 0.00
H 2.27815 1.66239 -3.92757 0.00 0.00 0.00
H -0.95453 -3.19310 -4.09906 0.00 0.00 -0.02
H 0.47900 3.38489 -0.33740 0.04 -0.01 0.04
H 2.98760 -2.69751 2.87094 0.00 0.01 0.00
H -3.69479 4.47497 -0.49663 0.00 0.01 -0.01